This record from OMol25 describes a molecular structure, C52H98N3O16PbS4. The level of theory is ωB97M-V/def2-TZVPD.

As for the expectation value of S²: 0.85. Its multiplicity is 2. The frontier orbital gap (spin up / spin down) comes out at 6.7117 / 5.1872 eV.

XYZ file:
```
174
Properties=species:S:1:pos:R:3:forces:R:3:mulliken_charge:R:1
Pb 3.38258 -1.32527 3.29179 -1.720 0.499 -1.542 1.63
C 0.69927 -0.54376 -0.92452 0.753 -0.726 0.293 -0.23
C 1.61735 -0.24796 0.30805 0.097 1.056 -0.500 1.92
C 0.79173 0.66240 1.22775 0.151 -0.552 1.386 -0.79
O 2.29222 -1.34113 0.87670 -0.576 -0.336 1.849 -0.54
H 0.43169 0.33624 -1.50941 0.564 0.322 0.025 0.26
H -0.28984 -0.94216 -0.69865 0.042 -0.403 0.586 -0.49
H 1.22244 -1.26782 -1.54914 -0.268 0.038 -0.301 -0.03
H 2.47514 0.33518 -0.02698 -0.125 0.881 -0.814 -0.93
H 0.14392 0.02748 1.83218 -0.408 -0.225 -0.043 -0.18
H 0.16152 1.43176 0.78163 0.122 -0.193 -0.527 0.31
H 1.38789 1.17177 1.98487 0.436 0.100 -0.091 0.02
C 0.55920 1.21562 6.22692 2.379 -2.901 -1.584 -0.39
C 0.40397 2.55910 6.31871 -3.640 2.316 3.562 0.50
C 1.39700 3.53883 5.70890 -1.763 4.980 1.548 0.12
O 1.34117 4.80250 5.90298 -0.800 -3.157 0.273 -0.64
C 2.41003 3.10270 4.92361 1.615 -4.799 -2.525 -0.63
C 2.47221 1.68748 4.51611 0.008 1.869 1.531 0.14
C 1.56470 0.67951 5.30228 0.416 -0.063 -0.751 0.67
O 1.75441 -0.54119 5.11431 -0.175 1.191 0.106 -0.78
O 3.32013 1.21464 3.71566 -0.126 -0.738 -0.140 -0.39
O -0.59280 2.87282 7.11296 2.818 0.371 -2.385 -0.57
H 0.06398 0.49797 6.86420 -0.322 0.271 -0.074 0.55
H 3.09435 3.83683 4.52467 0.062 -0.135 -0.082 0.47
C 4.53256 -3.30682 -4.73045 1.185 -0.252 -0.353 -0.83
C 4.59692 -2.28394 -3.58685 -3.027 -0.868 1.126 0.15
C 3.52697 -2.85455 -2.54998 0.841 -0.396 0.275 -0.24
S 2.24536 -3.80416 -3.41968 -1.819 -0.041 -1.106 1.33
O 0.96702 -3.04590 -3.51168 1.990 -1.177 0.434 -0.62
O 2.17409 -5.23847 -3.01418 0.494 2.648 -0.322 -0.69
C 3.09264 -3.71601 -5.06622 -0.433 0.412 1.561 -0.85
H 5.14265 -4.15502 -4.41990 -0.150 -0.279 -0.166 0.32
H 5.02259 -2.87428 -5.60273 -0.043 -0.180 -0.172 0.47
H 4.21710 -1.31979 -3.92486 0.339 0.115 0.070 -0.37
H 5.49464 -2.18822 -2.97607 0.307 -0.031 -0.741 0.45
H 3.16801 -2.13309 -1.81600 -0.445 -0.005 -0.257 -0.17
H 3.97981 -3.65823 -1.96935 0.331 0.010 0.100 0.36
H 2.58911 -2.91967 -5.61430 -0.123 -0.132 0.000 0.31
H 2.84779 -4.70011 -5.46585 0.633 0.125 -0.343 0.48
C 2.00466 -5.65051 0.51083 -0.244 -2.073 0.240 -1.43
C 1.02370 -4.64004 -0.12056 1.298 0.489 1.369 0.37
C 0.22176 -4.07355 1.07710 -0.698 0.152 0.362 0.89
S 1.00962 -4.48036 2.71692 0.870 -1.104 -3.115 0.95
O 0.28239 -5.55717 3.34491 0.144 0.718 0.461 -0.68
O 1.33700 -3.22756 3.38814 0.089 -0.407 0.481 -0.31
C 2.51674 -5.24136 1.88367 -0.687 2.183 -0.186 -0.53
H 2.84209 -5.94020 -0.12391 0.066 0.428 -0.195 0.52
H 1.52733 -6.61147 0.70270 -0.578 -0.116 -0.374 0.38
H 0.51852 -5.04449 -0.99767 -0.468 -0.280 0.613 0.70
H 1.59948 -3.81589 -0.54172 0.163 0.210 0.188 -0.68
H -0.78895 -4.47303 1.16084 -0.063 -0.166 0.021 0.22
H 0.16622 -2.98544 1.10935 0.163 -0.001 -0.280 -0.87
H 3.01785 -5.96507 2.52650 -0.238 -0.023 -0.237 0.56
H 3.13645 -4.38315 1.62383 0.458 0.251 0.770 0.01
C 5.90317 2.85304 1.46458 -0.052 -2.014 -0.596 -0.46
C 7.29787 2.51326 2.02674 0.207 1.013 0.410 -0.71
C 7.25639 1.13545 2.65168 -1.854 -1.039 -0.454 -0.62
S 6.34706 0.15974 1.29802 1.328 0.909 -0.171 0.83
O 5.35741 -0.71731 1.93422 0.728 0.083 -0.471 -0.50
O 7.31490 -0.38536 0.32781 -1.650 0.568 1.533 -0.64
C 5.53202 1.64044 0.60636 -0.209 0.009 -1.325 -0.41
H 5.92266 3.69182 0.76875 -0.101 0.311 0.629 0.38
H 5.13226 2.87244 2.23493 0.252 0.732 0.224 0.10
H 7.45384 3.30725 2.75706 0.707 -0.258 0.193 0.41
H 8.05399 2.56591 1.24340 0.022 0.126 0.013 0.33
H 6.56553 1.14572 3.49472 -0.446 0.044 -0.097 0.18
H 8.06528 0.51785 3.04201 0.639 0.522 -0.783 0.48
H 4.47144 1.52907 0.38081 -0.193 -0.516 0.842 -0.03
H 5.89792 1.80517 -0.40708 0.720 -0.417 0.029 0.53
C -2.08695 -3.99964 -2.12516 -0.238 -0.471 -0.645 0.68
C -2.87591 -2.74238 -1.78933 -0.654 0.668 0.517 -0.87
C -3.28314 -2.83706 -0.34122 -0.265 -1.248 1.108 0.51
S -3.84521 -4.62441 -0.19188 0.349 -1.124 1.516 1.28
O -5.31111 -4.75989 -0.36321 2.354 0.551 -0.051 -0.71
O -3.21682 -5.30759 0.96918 -0.944 1.326 -1.296 -0.65
C -2.88699 -5.21315 -1.67368 -1.301 0.649 1.419 -1.09
H -1.10475 -3.87536 -1.66915 -0.044 -0.459 0.016 -0.77
H -1.95788 -4.20254 -3.18830 0.363 0.755 -0.126 0.48
H -3.82894 -2.63015 -2.30628 0.337 0.088 -0.776 0.49
H -2.25505 -1.84705 -1.82105 -0.115 0.056 -0.761 0.19
H -4.07439 -2.20416 0.06061 -0.247 -0.109 -0.640 0.36
H -2.43645 -2.64146 0.31677 0.132 -0.591 0.170 -0.71
H -3.72745 -5.45162 -2.32548 0.393 -0.147 -0.490 0.43
H -2.34172 -6.10082 -1.35303 -0.061 0.159 -0.087 0.37
C -5.57990 1.85746 1.10961 1.281 -0.130 0.157 -1.72
C -5.11477 2.00864 -0.36287 -1.572 0.870 -0.137 1.79
C -6.26731 2.80270 -1.06077 1.333 1.026 -0.510 -1.24
C -5.83442 3.52431 -2.34257 -0.043 -1.933 -0.431 -0.68
C -4.68664 4.47281 -2.10157 -1.005 -1.038 -0.066 -1.21
C -3.46039 3.64607 -1.52397 -1.330 2.163 -2.144 1.55
N -3.85664 2.84626 -0.39452 -2.623 0.605 0.054 0.09
O -2.75732 2.17453 0.08432 1.021 -1.285 0.461 -0.14
C -2.85539 2.86360 -2.69061 0.924 -0.697 1.113 -1.13
C -2.49587 4.72784 -1.09459 0.883 0.089 0.942 -2.07
C -5.03114 0.63615 -1.02575 0.533 -0.104 0.339 -1.84
H -4.79146 1.30726 1.62316 0.011 0.000 0.265 -0.04
H -6.50397 1.31419 1.30723 -0.075 -0.108 -0.682 0.44
H -5.68593 2.81974 1.61050 0.158 0.150 -0.203 0.53
H -7.06270 2.11738 -1.35368 -0.236 0.099 0.709 0.48
H -6.52480 3.61395 -0.37983 -0.767 -0.286 0.248 0.36
H -6.69672 3.86127 -2.91790 -0.088 0.828 0.415 0.45
H -5.50192 2.73415 -3.01577 0.385 -0.198 -0.255 0.31
H -5.10855 5.25339 -1.46850 0.660 0.177 0.472 0.36
H -4.47802 4.91956 -3.07368 0.682 0.149 0.172 0.45
H -1.89147 2.51403 -2.32080 0.138 -0.421 0.068 -0.02
H -3.45897 1.96879 -2.84269 0.138 0.221 -0.757 0.13
H -2.55559 3.45485 -3.55586 -0.782 0.019 -0.187 0.41
H -2.10743 5.31935 -1.92365 -0.351 0.039 -0.125 0.37
H -2.93957 5.37264 -0.33601 -0.179 0.173 -0.175 0.46
H -1.59986 4.32827 -0.61962 0.249 -0.236 -0.037 0.43
H -5.88300 -0.02206 -0.85487 -0.348 0.388 0.365 0.54
H -4.19399 0.13472 -0.54010 0.405 -0.250 -0.636 0.11
H -4.97780 0.72690 -2.11066 0.557 -0.161 0.030 0.51
H -2.26066 2.87296 0.51690 0.129 -0.144 0.454 0.33
C 0.14308 3.47251 -5.71678 0.055 0.290 -0.209 -2.02
C 1.34252 3.43280 -4.72261 -1.244 -0.715 1.370 1.54
C 1.54860 1.82335 -4.51856 0.592 2.040 -0.241 -1.65
C 2.92953 1.41101 -3.98378 0.353 0.499 -1.397 0.73
C 4.10289 2.14017 -4.81880 -2.865 -0.952 0.418 -1.33
C 3.90478 3.67690 -4.90312 1.884 0.694 -1.234 1.46
N 2.54040 4.06144 -5.36838 -0.389 -2.876 0.407 0.49
O 2.40504 5.41898 -5.66587 0.063 0.530 1.133 -0.51
C 4.37798 4.21636 -3.53357 -0.870 0.269 -0.011 -1.59
C 4.83860 4.12213 -6.11310 -0.992 0.107 0.585 -1.86
C 0.91365 4.14198 -3.34255 0.603 0.726 -1.537 -1.63
H 0.46069 3.02586 -6.65897 0.139 0.183 -0.150 0.50
H -0.31177 4.44131 -5.92324 0.547 0.444 0.042 0.49
H -0.74356 2.90262 -5.43892 0.300 -0.406 0.681 0.31
H 0.75991 1.41137 -3.88900 -0.077 0.411 0.252 0.40
H 1.34011 1.38736 -5.49556 0.447 -0.098 -0.167 0.52
H 2.98338 0.35405 -4.24462 0.295 -0.182 0.390 -0.43
H 2.96374 1.50369 -2.89826 0.248 0.184 0.006 -0.01
H 3.96861 1.68829 -5.80158 0.119 0.240 -0.324 0.40
H 5.08014 1.79988 -4.47634 0.074 0.585 0.222 0.56
H 3.79720 3.66299 -2.79561 -0.129 0.339 0.319 0.21
H 5.41564 4.03254 -3.25507 0.184 -0.150 -0.620 0.40
H 4.20356 5.28784 -3.43565 -0.152 -0.007 0.062 0.35
H 4.86897 5.18088 -6.37045 0.131 0.270 0.897 0.36
H 5.84960 3.74352 -5.96268 -0.076 -0.100 -0.305 0.38
H 4.31344 3.76234 -6.99789 0.493 -0.772 -0.114 0.48
H -0.13339 4.04619 -3.05514 0.124 -0.848 0.060 0.24
H 0.95809 5.21390 -3.53524 0.215 0.252 -0.236 0.51
H 1.61365 4.02092 -2.51585 -0.186 -0.578 0.020 0.25
H 2.02634 5.49120 -6.54506 0.048 -0.412 -0.232 0.35
C -5.57804 -0.53783 3.68496 -0.851 0.432 0.516 -2.03
C -4.54218 -1.62367 3.90136 0.182 -0.285 -2.566 1.60
C -3.43476 -1.29523 2.85753 0.999 -0.457 0.733 -0.26
C -2.15560 -2.18348 3.09646 -0.561 1.459 -0.008 1.12
C -1.60707 -1.78972 4.48312 -0.738 0.578 -1.577 -1.94
C -2.64966 -1.95492 5.55815 1.239 -2.022 0.879 2.21
N -3.99574 -1.44483 5.22865 2.466 0.307 -1.744 0.45
O -4.93631 -1.75035 6.17861 -0.479 0.128 1.263 -0.52
C -2.63740 -3.49431 5.79496 -0.732 -0.082 1.316 -1.96
C -2.01171 -1.25581 6.77825 -1.432 0.242 0.351 -2.27
C -5.16908 -3.03155 3.48473 -0.211 0.235 1.522 -1.62
H -5.17290 0.46401 3.82734 0.434 -0.046 -0.048 0.49
H -6.37235 -0.59160 4.42947 -0.269 -0.308 -0.137 0.49
H -6.01204 -0.55367 2.68522 -0.053 -0.280 0.047 0.26
H -3.83833 -1.27487 1.84521 -0.157 -0.818 0.035 -0.59
H -3.14142 -0.24740 2.92159 0.210 0.220 0.635 0.45
H -1.38020 -1.84794 2.40778 -0.022 -0.509 -0.453 -1.32
H -2.41476 -3.23785 3.00035 0.308 -0.020 -0.172 0.57
H -1.32675 -0.74077 4.38705 0.034 0.339 0.042 0.09
H -0.69096 -2.30839 4.76570 -0.190 -0.211 -0.051 0.70
H -2.83231 -4.07624 4.89415 0.091 0.055 0.179 0.28
H -1.74885 -3.86243 6.30786 0.648 0.312 -0.620 0.48
H -3.34642 -3.76868 6.57605 -0.755 0.072 -0.311 0.42
H -2.67375 -1.35003 7.63901 -0.019 0.043 0.194 0.50
H -1.04596 -1.65680 7.08588 -0.014 -0.243 -0.385 0.38
H -1.90265 -0.19192 6.56766 -0.071 0.069 -0.019 0.58
H -5.62926 -3.07600 2.49765 0.476 0.399 -0.242 0.33
H -6.00322 -3.27825 4.14158 -0.156 0.288 0.305 0.48
H -4.52143 -3.89581 3.63208 0.362 0.253 -0.368 0.25
H -4.98341 -0.86294 6.54179 -0.810 -0.175 0.801 0.40
```
Positions in Å, forces in eV/Å.